Entry 1:
The following is a quantum chemistry calculation of a single C3H5FO molecule at a distorted geometry, from the OMol25 dataset.

## Properties
* gap between HOMO and LUMO: 10.6 eV
* molecular weight: 76.07 g/mol
* energy above the lowest of the compared OMol25 structures with the same formula, charge and spin: 96.5 kJ/mol
* SMILES: C=C(F)CO
* highest occupied orbital energy: -9.67 eV
* total charge: 0

Geometry (Å):
F: 0.154 -1.009 -1.249
O: -1.856 0.247 -0.409
C: 1.631 0.286 -0.056
C: 0.437 -0.223 -0.206
C: -0.895 0.031 0.517
H: 2.288 0.367 -0.876
H: -0.694 0.898 1.224
H: 1.948 0.860 0.818
H: -0.999 -0.878 1.127
H: -2.014 -0.579 -0.890



Entry 2:
The following is a quantum chemistry calculation of 5 unconnected molecules or ions with the total composition C27H26NO19P, from the OMol25 dataset.

## Properties
* gap between HOMO and LUMO: 7.0 eV
* molecular weight: 699.47 g/mol
* energy above the lowest of the compared OMol25 structures with the same formula, charge and spin: 0.0 kJ/mol
* SMILES: O=C1C=C(O)C(=O)C=C1O.O=C1C=C(O)C(=O)C=C1O.O=C1C=C(O)C(=O)C=C1O.O=C1C=C(O)C(=O)C=C1O.CO[C@H](CN)P(O)O
* highest occupied orbital energy: -8.92 eV
* total charge: 0

Geometry (Å):
P: -0.526 0.110 0.180
O: -2.279 3.320 4.164
O: -2.690 -1.526 0.901
O: 1.575 -3.237 -6.921
O: -2.363 5.252 -0.122
O: 0.052 -0.325 -3.580
O: 3.053 1.470 3.153
O: -0.526 -4.712 -6.774
O: -0.402 2.464 7.022
O: -0.319 6.724 0.388
O: 2.732 -1.548 -1.326
O: 1.827 3.784 7.056
O: 0.769 0.286 3.033
O: 2.966 -5.613 -4.672
O: 0.674 -5.081 -3.635
O: 0.480 -1.176 0.294
O: 5.026 -2.051 -2.394
O: -2.100 -1.871 -3.379
O: -0.193 4.781 4.665
O: -1.335 -0.233 -1.212
N: -4.061 0.811 0.615
C: 1.665 -4.298 -3.265
C: 2.714 -2.504 -2.090
C: -1.293 -2.215 -4.223
C: -1.456 -3.376 -5.070
C: 1.542 -3.278 -2.398
C: 2.991 -4.659 -3.918
C: 0.767 -2.844 -6.095
C: 4.159 -3.868 -3.611
C: 0.353 2.186 6.105
C: 0.049 1.254 5.047
C: -1.918 5.083 0.999
C: -0.712 5.933 1.366
C: -0.038 -1.363 -4.379
C: 0.925 -1.679 -5.266
C: -0.123 5.867 2.572
C: -1.907 -0.415 1.300
C: -1.861 4.101 3.182
C: -0.492 -3.678 -5.953
C: -0.650 4.945 3.546
C: -2.016 -2.770 0.782
C: -2.849 0.823 1.405
C: 0.962 1.059 4.082
C: 2.602 2.702 5.122
C: 2.313 1.754 4.079
C: 4.035 -2.847 -2.749
C: 1.679 2.919 6.073
C: -2.451 4.166 1.978
H: 5.096 -4.122 -4.087
H: -0.934 6.557 -0.357
H: 3.544 3.231 5.093
H: -2.006 -0.930 -1.142
H: -3.122 0.956 2.452
H: -2.353 -3.968 -4.959
H: -0.914 0.762 5.051
H: -1.473 -0.605 2.289
H: 1.822 -1.085 -5.380
H: -2.280 1.714 1.127
H: -1.700 3.496 4.933
H: -2.782 -3.527 0.634
H: -3.874 0.618 -0.361
H: 0.738 6.463 2.838
H: -4.707 0.110 0.951
H: 0.607 -3.014 -1.923
H: -1.327 -2.791 -0.060
H: -3.314 3.570 1.714
H: -0.730 -0.253 -2.985
H: 1.006 3.743 7.587
H: -1.449 -3.000 1.688
H: 4.656 -1.406 -1.760
H: 1.586 0.308 2.493
H: 1.058 -5.729 -4.262
H: 1.195 -1.050 -0.364
H: 0.308 -4.673 -7.286



Entry 3:
The following is a quantum chemistry calculation of a gas-phase ion, C3H12N2P (charge +1), from the OMol25 dataset.

## Properties
* gap between HOMO and LUMO: 11.5 eV
* molecular weight: 107.12 g/mol
* energy above the lowest of the compared OMol25 structures with the same formula, charge and spin: 53.7 kJ/mol
* SMILES: CCCN[PH2]=[NH2+]
* highest occupied orbital energy: -14.99 eV
* total charge: +1

Geometry (Å):
P: -2.093 0.080 -0.786
N: -0.679 0.745 -0.276
N: -3.454 0.484 0.021
C: 1.734 0.394 0.205
C: 2.807 -0.674 0.464
C: 0.421 -0.260 -0.084
H: -3.673 -0.116 0.808
H: 2.016 1.031 -0.620
H: 0.161 -0.990 0.675
H: 0.524 -0.804 -1.015
H: 1.663 1.032 1.077
H: 3.230 -0.555 1.448
H: 3.602 -0.622 -0.261
H: -2.318 0.423 -2.111
H: -1.959 -1.304 -0.756
H: -3.548 1.470 0.240
H: -0.814 1.332 0.542
H: 2.378 -1.665 0.431



Entry 4:
The following is a quantum chemistry calculation of a molecular structure, C44H60NO4P2SiW at a distorted geometry, from the OMol25 dataset.

## Properties
* gap between HOMO and LUMO (alpha / beta): 5.4 / 5.3 eV
* molecular weight: 940.84 g/mol
* energy above the lowest of the compared OMol25 structures with the same formula, charge and spin: 22.0 kJ/mol
* spin multiplicity: 3
* highest occupied orbital energy (alpha / beta): -16.56 / -16.58 eV
* total charge: +3

Geometry (Å):
W: 0.435 -0.085 0.990
P: 0.059 -1.847 -0.427
P: 0.045 2.036 -0.130
Si: 2.130 -0.057 -0.825
O: 1.114 2.700 3.736
O: 2.510 1.867 5.460
O: 0.625 -3.613 4.267
O: -0.877 -2.241 3.405
N: 1.292 -0.199 2.850
C: 2.261 -3.745 -0.319
C: 1.848 1.837 4.164
C: -0.956 2.827 -2.719
C: -2.155 3.082 -3.680
C: -0.424 -2.060 -3.177
C: -0.057 -1.955 -4.526
C: 1.850 -0.539 -3.868
C: -2.503 4.075 2.070
C: -0.431 5.447 2.460
C: -3.342 2.077 -3.545
C: 2.670 -5.212 -0.146
C: 1.826 3.989 -1.160
C: -2.257 -0.976 1.004
C: 2.008 -6.302 -1.096
C: 1.448 -1.572 3.255
C: 2.603 1.687 -1.055
C: -3.720 -0.606 1.062
C: -1.859 -1.864 -0.210
C: 0.290 -4.609 -1.583
C: -1.868 5.148 2.904
C: 0.042 4.697 1.184
C: -4.613 -1.734 0.545
C: 3.126 4.392 -1.310
C: 1.585 2.637 -0.912
C: 1.101 -1.194 -4.798
C: 0.752 -3.662 -0.432
C: 3.912 2.138 -1.293
C: -1.268 1.982 -1.520
C: 4.199 3.471 -1.336
C: 1.464 -0.704 -2.487
C: 2.772 -1.990 3.485
C: 0.493 -6.070 -1.211
C: -2.641 2.336 -1.065
C: -3.935 -3.114 0.417
C: -0.235 3.206 1.362
C: 3.538 0.299 3.620
C: -3.632 1.849 -2.080
C: 0.384 -1.519 -2.152
C: 2.226 0.650 3.465
C: -1.587 2.892 2.062
C: 3.833 -1.056 3.561
C: 3.919 -0.859 -0.412
C: 0.293 -2.516 3.588
C: -2.566 -3.186 -0.281
H: -3.729 0.743 -1.930
H: -0.552 3.737 -2.350
H: -0.450 5.075 0.240
H: 2.043 2.603 5.921
H: 1.108 4.807 0.983
H: -3.004 1.172 -4.070
H: 0.252 -4.080 0.434
H: 0.002 -6.453 -0.296
H: -2.591 6.085 2.877
H: 0.438 2.743 2.086
H: 4.313 1.011 3.939
H: 2.720 0.034 -4.113
H: 2.665 -3.270 -1.228
H: -1.290 -2.653 -2.856
H: 3.768 -5.353 -0.249
H: 5.209 3.871 -1.491
H: -2.737 3.381 -0.910
H: -2.005 -4.030 0.114
H: -0.595 -2.449 -5.325
H: -3.885 0.422 0.694
H: -0.719 -4.397 -1.940
H: -2.730 -3.515 -1.323
H: 4.532 -0.080 0.075
H: -0.344 6.493 2.193
H: -0.056 2.492 -3.244
H: 0.305 5.300 3.237
H: 0.957 4.657 -1.266
H: -0.184 -4.087 4.491
H: 0.137 -6.665 -2.009
H: 1.285 -1.017 -5.845
H: -1.401 2.585 3.122
H: 3.927 -1.627 0.365
H: 2.953 -2.971 3.805
H: 4.868 -1.345 3.832
H: -5.490 -1.884 1.187
H: 2.117 -7.266 -0.630
H: 2.685 -3.205 0.535
H: 2.461 -5.665 0.838
H: -4.670 2.179 -1.725
H: 0.993 -4.490 -2.432
H: 4.493 -1.244 -1.248
H: -2.678 4.102 -3.383
H: -1.878 3.206 -4.760
H: -3.744 -3.525 1.457
H: 3.362 5.372 -1.536
H: -4.640 -3.784 -0.136
H: -2.070 2.007 1.664
H: -1.927 4.785 3.908
H: -2.563 4.570 1.041
H: -2.097 -1.500 1.982
H: -1.228 0.908 -1.853
H: -3.511 3.742 2.303
H: 4.713 1.482 -1.658
H: -2.119 -1.259 -1.102
H: -3.975 -0.486 2.151
H: -2.839 1.904 -0.064
H: -5.038 -1.451 -0.435
H: -1.510 -0.085 1.002
H: 2.423 -6.267 -2.078
H: -4.206 2.396 -4.153



Entry 5:
The following is a quantum chemistry calculation of a molecular structure, C28H36P2SiTi at a distorted geometry, from the OMol25 dataset.

## Properties
* gap between HOMO and LUMO (alpha / beta): 7.3 / 6.8 eV
* molecular weight: 510.50 g/mol
* energy above the lowest of the compared OMol25 structures with the same formula, charge and spin: 226.3 kJ/mol
* spin multiplicity: 2
* highest occupied orbital energy (alpha / beta): -9.93 / -9.95 eV
* total charge: +1

Geometry (Å):
Ti: 0.525 0.630 -0.540
P: 1.241 -0.270 1.717
P: 2.878 -0.353 -1.149
Si: -1.551 2.657 1.386
C: 3.155 -1.662 0.147
C: 3.995 -2.735 -0.162
C: -3.374 4.052 -1.925
C: 3.616 -3.677 2.064
C: -3.643 4.036 0.877
C: -0.422 3.137 5.485
C: -1.653 0.072 -0.762
C: -0.395 3.264 4.096
C: -0.993 -1.034 -0.137
C: 4.254 -3.721 0.796
C: -1.098 0.280 -2.071
C: 4.090 0.991 -0.770
C: -4.736 4.408 0.065
C: 3.120 -1.047 -2.779
C: -2.639 1.988 5.355
C: -4.617 4.360 -1.332
C: -1.509 2.466 6.095
C: -0.088 -1.604 -1.094
C: 2.457 -1.647 1.382
C: 2.686 -2.652 2.344
C: 2.223 0.848 2.789
C: -1.492 2.848 3.316
C: -0.168 -0.798 -2.294
C: -2.651 2.248 3.966
C: -2.275 3.697 -1.135
C: -2.387 3.782 0.263
C: 1.141 2.400 0.390
C: 0.091 -0.926 3.010
H: 4.432 -2.810 -1.150
H: 0.130 -1.186 -3.304
H: 2.695 0.283 3.593
H: -5.694 4.704 0.514
H: 4.939 -4.558 0.572
H: -0.539 -0.092 3.388
H: -3.445 1.696 3.385
H: -2.895 1.943 1.375
H: -1.479 0.960 -2.827
H: -0.545 -1.722 2.577
H: 1.806 1.622 0.802
H: -3.235 4.076 -3.002
H: 5.047 0.806 -1.275
H: 3.006 1.333 2.200
H: 1.284 3.151 1.232
H: 0.243 -2.653 -1.083
H: 2.541 -0.419 -3.466
H: 0.575 3.535 3.574
H: 1.345 2.854 -0.596
H: 2.758 -2.075 -2.852
H: 3.650 1.938 -1.139
H: -1.169 1.797 0.142
H: -3.468 1.410 5.835
H: 4.169 -1.020 -3.083
H: -1.335 3.323 -1.554
H: 2.170 -2.658 3.318
H: 0.449 3.453 6.089
H: 3.845 -4.440 2.843
H: 4.262 1.088 0.321
H: 1.551 1.621 3.184
H: -1.330 -1.543 0.766
H: -3.774 3.933 1.984
H: 0.735 -1.328 3.821
H: -2.449 0.647 -0.304
H: -1.473 2.245 7.178
H: -5.451 4.633 -1.983



Entry 6:
The following is a quantum chemistry calculation of 2 unconnected molecules or ions with the total composition C5H14 at a distorted geometry, from the OMol25 dataset.

## Properties
* gap between HOMO and LUMO: 12.4 eV
* molecular weight: 74.17 g/mol
* energy above the lowest of the compared OMol25 structures with the same formula, charge and spin: 47.0 kJ/mol
* SMILES: CCC.CC
* highest occupied orbital energy: -11.21 eV
* total charge: 0

Geometry (Å):
C: 1.429 2.585 -0.078
C: -1.434 -2.547 0.526
C: -2.110 -1.287 1.059
C: 1.825 1.169 -0.484
C: 0.760 0.389 -1.259
H: -2.182 -3.333 0.444
H: 1.882 2.833 0.881
H: -2.341 -0.457 0.382
H: -3.039 -1.568 1.564
H: 1.024 0.238 -2.302
H: -0.811 -2.958 1.323
H: -0.839 -2.475 -0.378
H: -0.234 0.844 -1.245
H: 2.127 0.594 0.388
H: -1.547 -0.796 1.866
H: 1.829 3.380 -0.730
H: 0.355 2.768 0.009
H: 0.600 -0.611 -0.837
H: 2.706 1.232 -1.129



Entry 7:
The following is a quantum chemistry calculation of a molecular structure, C36H47BI2N10OSYb, from the OMol25 dataset.

## Properties
* gap between HOMO and LUMO (alpha / beta): 7.5 / 7.5 eV
* molecular weight: 1105.57 g/mol
* spin multiplicity: 2
* highest occupied orbital energy (alpha / beta): -9.89 / -9.89 eV
* total charge: +1

Geometry (Å):
Yb: -0.310 0.185 0.236
I: -3.607 -6.712 0.383
I: 1.248 -4.157 -2.092
S: 0.063 0.767 -2.509
O: -0.027 -1.697 -0.657
N: 0.904 -1.192 -4.210
N: -0.033 3.112 1.317
N: -0.826 1.392 3.013
N: 0.567 2.456 0.287
N: -2.396 2.210 1.158
N: 2.052 -0.151 0.552
N: -2.169 -1.411 0.965
N: -0.247 0.220 2.625
N: -0.413 0.249 -5.128
N: -2.369 1.357 0.093
C: -0.772 -2.737 -0.418
C: -1.300 -5.113 -0.692
C: 1.504 3.293 -0.197
C: -3.248 -0.650 -2.009
C: -2.780 -3.751 0.651
C: 1.508 4.480 0.544
C: 0.664 -2.649 2.564
C: -0.009 -0.634 -6.115
C: 4.614 -0.519 0.832
C: -3.919 -3.521 1.454
C: -5.537 0.043 -1.324
C: 5.223 -0.437 -0.579
C: -2.427 -4.992 0.077
C: -0.498 -3.997 -0.937
C: -1.936 -2.635 0.416
C: 5.162 0.604 1.727
C: -0.499 0.223 4.852
C: 4.883 -1.893 1.463
C: 2.365 3.019 -1.394
C: -0.980 1.406 4.344
C: 0.512 4.324 1.478
C: 3.819 3.426 -1.140
C: -4.146 -2.279 1.978
C: 2.086 -1.565 4.356
C: -3.625 2.723 1.302
C: 0.810 -1.536 -5.543
C: 0.162 -0.099 -3.951
C: 0.661 -1.819 3.842
C: -4.433 2.205 0.320
C: 1.822 3.798 -2.600
C: -1.383 1.312 -5.298
C: 3.176 -0.326 0.685
C: -4.111 0.539 -1.598
C: -3.614 1.334 -0.413
C: -0.045 -0.495 3.738
C: -3.232 -1.249 1.715
B: -1.233 2.584 2.107
H: 1.304 -3.523 2.691
H: 0.165 4.993 2.247
H: 3.910 4.510 -1.056
H: 4.404 -2.690 0.893
H: 0.133 -2.391 4.610
H: -3.423 -1.494 -1.342
H: -3.851 3.430 2.082
H: 2.593 -2.510 4.559
H: -5.560 -0.549 -0.407
H: -3.511 -0.970 -3.019
H: 4.444 3.101 -1.973
H: 1.038 -2.080 1.712
H: 5.038 0.543 -1.019
H: 2.464 3.635 -3.469
H: -0.332 -0.537 -7.136
H: -1.415 2.253 4.847
H: 6.234 0.461 1.862
H: -5.473 2.423 0.157
H: 4.685 0.595 2.707
H: -0.469 -0.086 5.882
H: 5.957 -2.074 1.471
H: -3.392 -0.260 2.134
H: 2.059 -0.984 5.277
H: 6.300 -0.592 -0.515
H: 1.802 4.867 -2.376
H: -4.598 -4.340 1.651
H: 0.816 3.476 -2.850
H: -5.014 -2.080 2.591
H: 4.201 2.981 -0.221
H: 2.329 1.950 -1.606
H: 2.148 5.335 0.411
H: -1.624 3.451 2.824
H: 1.321 -2.383 -5.962
H: 2.660 -1.005 3.615
H: -6.244 0.865 -1.224
H: 4.523 -1.932 2.490
H: -2.191 -0.404 -2.001
H: 4.999 1.580 1.271
H: 4.801 -1.203 -1.230
H: -2.378 0.891 -5.444
H: -1.378 1.925 -4.401
H: 1.375 -1.719 -3.491
H: -4.163 1.243 -2.436
H: -1.031 -6.075 -1.106
H: -5.876 -0.589 -2.146
H: -0.340 -3.004 2.335
H: -1.124 1.925 -6.159



Entry 8:
The following is a quantum chemistry calculation of a molecular structure, C30H30IrNO4S4, from the OMol25 dataset.

## Properties
* gap between HOMO and LUMO (alpha / beta): 6.8 / 7.4 eV
* molecular weight: 789.06 g/mol
* energy above the lowest of the compared OMol25 structures with the same formula, charge and spin: 5.4 kJ/mol
* spin multiplicity: 5
* highest occupied orbital energy (alpha / beta): -13.43 / -14.49 eV
* total charge: +2

Geometry (Å):
Ir: -0.088 -0.265 0.721
S: -0.610 -0.808 2.978
S: -1.441 -4.966 3.353
S: 1.938 -2.869 -0.794
S: -2.638 -1.071 -1.868
O: 1.360 -1.484 -0.546
O: -1.632 -0.720 -0.786
O: -1.485 -5.576 2.067
O: -0.994 -5.664 4.506
N: -0.464 -3.502 3.183
C: -1.781 -3.796 -2.191
C: -3.815 -2.627 0.089
C: 1.614 1.411 1.055
C: -5.225 -1.803 -1.704
C: -3.991 -1.893 -1.074
C: -3.616 -1.736 3.674
C: -5.099 -3.546 4.301
C: -6.138 -3.242 -0.011
C: 1.509 -5.017 3.227
C: -4.900 -3.307 0.617
C: 1.066 -3.587 3.118
C: 0.884 2.019 -1.166
C: -0.666 2.188 0.691
C: 1.814 -5.147 0.834
C: 0.358 1.799 1.578
C: 1.809 -5.736 2.116
C: -2.876 -4.017 3.670
C: 1.509 -2.967 1.838
C: 3.250 1.204 -0.852
C: -2.611 -2.670 3.475
C: -6.304 -2.489 -1.165
C: -4.101 -4.494 4.085
C: -1.974 -2.440 -2.853
C: -0.378 2.321 -0.675
C: -4.861 -2.192 4.090
C: -1.193 -2.406 3.171
C: 1.706 -3.739 0.748
C: 1.893 1.542 -0.323
C: -0.672 -3.834 -1.139
C: 0.710 -3.744 -1.775
H: -6.072 -3.869 4.646
H: -2.723 -4.116 -1.745
H: -4.779 -3.899 1.513
H: -4.276 -5.548 4.252
H: -1.566 -4.519 -2.982
H: 1.392 -3.002 3.980
H: 3.194 0.834 -1.874
H: -2.843 -2.662 0.566
H: -1.058 -2.027 -3.282
H: -5.656 -1.480 4.267
H: -5.347 -1.199 -2.595
H: -2.695 -2.507 -3.674
H: -7.272 -2.430 -1.643
H: 1.624 -1.898 1.792
H: 3.874 2.101 -0.856
H: -6.981 -3.780 0.402
H: 1.092 2.138 -2.222
H: 1.140 -4.720 -2.012
H: -3.422 -0.682 3.533
H: -1.637 2.464 1.076
H: 1.546 -5.468 4.207
H: 0.206 1.848 2.648
H: -0.747 -4.757 -0.563
H: 2.062 -6.783 2.213
H: -0.806 -3.011 -0.434
H: 0.716 -3.174 -2.707
H: 2.406 1.118 1.732
H: 1.993 -5.754 -0.043
H: 3.743 0.458 -0.231
H: -1.154 2.660 -1.348